9
Properties=species:S:1:pos:R:3 method="wB97M-V/def2-TZVPD" charge=0 smiles="NS(=O)(=O)P" e_above_lowest_ev=4.644 energy_ha=-947.09758 largest_force_ev_per_a=5.79 homo_ev=-10.09
N 1.03902 1.17050 0.65519
S 0.40614 -0.29796 0.00583
O 0.96270 -1.40744 0.69982
O 0.58590 -0.34242 -1.41036
P -1.87371 -0.81842 0.10505
H 1.46286 1.27170 1.48458
H 0.80714 1.96877 0.15519
H -1.27667 -1.64196 -0.79672
H -2.11338 0.09722 -0.89859